(1)
DFT (ωB97M-V with the def2-TZVPD basis set) results for the molecule C4H7FI2O in a non-equilibrium geometry.

Computed properties:
**2S+1**: 3
**Expectation value of S²**: 2.01
**DFT total energy**: -25218.86033 eV
**Net charge**: 0
**E_LUMO (alpha / beta)**: 0.34 / -3.97 eV
**Kohn-Sham gap (alpha / beta)**: 6.10 / 5.63 eV

CARTESIAN COORDINATES (ANGSTROEM)
O -2.5046 1.2061 -0.2583
H 1.0354 0.3845 1.0416
C -0.4782 -0.4525 -0.2503
F -2.7391 2.2806 0.5613
C -1.5445 0.0481 0.6746
H -0.8177 -0.3200 -1.2822
C 1.9973 -0.5626 -0.6170
I -2.9558 -1.3879 1.3336
H -1.2281 0.6713 1.5014
C 0.8636 0.2569 -0.0294
H 0.8427 1.2488 -0.4855
H 1.8992 -0.6865 -1.6900
H 2.0657 -1.5411 -0.1442
I 3.9115 0.3815 -0.2682
H -0.3474 -1.5271 -0.0874

Force components x, y, z for each atom (eV/Å):
O 1.8 -3.2 0.6
H 0.0 0.0 0.0
C 0.2 0.6 0.2
F -0.2 1.1 0.9
C 1.3 4.6 -3.1
H -0.1 -0.1 0.0
C 0.2 0.2 0.2
I -3.3 -3.0 1.3
H 0.1 0.2 0.1
C 0.2 -0.2 -0.2
H 0.0 0.0 0.1
H 0.1 0.0 -0.1
H 0.1 0.0 -0.1
I -0.3 -0.2 -0.1
H -0.1 -0.1 0.0

Atomic partial charges in e from the natural (NBO) method, atoms 1 to 8: O -0.19; H 0.21; C -0.51; F -0.16; C -0.22; H 0.25; C -0.48; I 0.42

(2)
DFT (ωB97M-V with the def2-TZVPD basis set) results for a structure of composition C3H9B2LiO4 in a non-equilibrium geometry.

Computed properties:
**Energy relative to the best compared isomer or geometry (same formula, charge and spin)**: 45.5 kcal/mol
**DFT total energy**: -13002.42616 eV
**Net charge**: 0
**E_LUMO**: -2.55 eV
**Kohn-Sham gap**: 3.78 eV

CARTESIAN COORDINATES (ANGSTROEM)
Li 1.5781 -0.5431 2.7502
H -3.4126 -0.3537 0.6188
O -0.2640 0.2841 -1.9786
H 0.8387 1.8921 0.7334
B -1.3779 -0.1079 0.4548
B 1.1338 0.6350 -2.4155
H 1.6969 -0.4193 -2.3733
H 0.8624 -1.4161 1.6532
H 1.2870 0.9289 -3.5592
H 0.8390 -0.3456 -0.3465
C -0.1132 0.3163 -0.5071
H -0.2832 -2.2917 2.9062
O -2.7565 -0.1044 -0.0999
C -0.2662 -1.7431 1.8515
C 0.5134 1.8425 -0.3896
O -1.1105 -0.5243 1.8700
O 1.5848 1.6761 -1.4262
H -0.5609 -2.4559 0.9626
H -0.1890 2.7301 -0.7048

Force components x, y, z for each atom (eV/Å):
Li 0.0 0.8 0.2
H 1.1 0.4 -1.2
O -0.6 -0.2 2.4
H 0.2 0.6 -1.7
B -1.7 0.4 -1.8
B -0.6 -0.3 0.3
H 1.1 -0.9 0.7
H -2.2 -1.3 -0.8
H -0.4 0.8 -0.5
H -1.2 0.8 0.4
C 0.1 1.0 -2.0
H -0.4 1.1 -2.2
O 2.7 -0.5 3.4
C 0.2 0.3 0.2
C 0.6 -1.9 -1.1
O 0.8 -1.6 -1.7
O -1.6 1.1 2.6
H 0.8 1.3 2.0
H 1.1 -1.9 0.9

Atomic partial charges in e from the natural (NBO) method, atoms 1 to 8: Li 0.97; H 0.48; O -0.70; H 0.10; B 1.17; B 0.42; H -0.17; H 0.03

(3)
DFT (ωB97M-V with the def2-TZVPD basis set) results for the molecule C5H8O2 in a non-equilibrium geometry.

Computed properties:
**Structure (SMILES)**: C[C@@]1(O)CCC1=O
**Energy relative to the best compared isomer or geometry (same formula, charge and spin)**: 40.1 kcal/mol
**DFT total energy**: -9408.09333 eV
**Net charge**: 0
**E_LUMO**: 0.81 eV
**Kohn-Sham gap**: 10.21 eV

CARTESIAN COORDINATES (ANGSTROEM)
C 1.7749 0.0202 0.2142
H -0.6475 1.8273 -1.2856
H -0.0127 0.3953 1.8906
C -0.3612 0.2310 -0.2157
H 2.6124 -0.6629 0.3874
H -1.9097 -0.1409 1.0796
H 2.1372 1.0499 0.1404
C -1.7697 -0.2703 -0.0229
O -0.3239 1.6455 -0.3909
C 0.8594 -0.3413 -0.9823
C 0.4449 -0.1277 1.0219
H 0.2925 -1.1992 1.2070
H -2.5278 0.3333 -0.5239
H -1.8775 -1.3250 -0.2871
O 1.0008 -0.9968 -1.9775

Force components x, y, z for each atom (eV/Å):
C 0.0 0.0 0.0
H 0.1 0.0 0.3
H 1.4 0.2 -0.2
C -0.2 -0.3 0.3
H -0.3 0.1 0.1
H -0.4 -0.3 -0.9
H -0.1 -0.2 0.0
C -0.3 0.0 0.3
O -0.1 0.1 -0.1
C 0.0 -0.2 -0.5
C -0.1 0.1 0.4
H 0.0 0.2 0.0
H 0.1 -0.1 -0.2
H -0.1 0.1 0.1
O 0.0 0.4 0.5

Atomic partial charges in e from the natural (NBO) method, atoms 1 to 8: C -0.51; H 0.48; H 0.23; C 0.12; H 0.23; H 0.21; H 0.25; C -0.63

Repeat the second record exactly.
DFT (ωB97M-V with the def2-TZVPD basis set) results for a structure of composition C3H9B2LiO4 in a non-equilibrium geometry.

Computed properties:
**Energy relative to the best compared isomer or geometry (same formula, charge and spin)**: 45.5 kcal/mol
**DFT total energy**: -13002.42616 eV
**Net charge**: 0
**E_LUMO**: -2.55 eV
**Kohn-Sham gap**: 3.78 eV

CARTESIAN COORDINATES (ANGSTROEM)
Li 1.5781 -0.5431 2.7502
H -3.4126 -0.3537 0.6188
O -0.2640 0.2841 -1.9786
H 0.8387 1.8921 0.7334
B -1.3779 -0.1079 0.4548
B 1.1338 0.6350 -2.4155
H 1.6969 -0.4193 -2.3733
H 0.8624 -1.4161 1.6532
H 1.2870 0.9289 -3.5592
H 0.8390 -0.3456 -0.3465
C -0.1132 0.3163 -0.5071
H -0.2832 -2.2917 2.9062
O -2.7565 -0.1044 -0.0999
C -0.2662 -1.7431 1.8515
C 0.5134 1.8425 -0.3896
O -1.1105 -0.5243 1.8700
O 1.5848 1.6761 -1.4262
H -0.5609 -2.4559 0.9626
H -0.1890 2.7301 -0.7048

Force components x, y, z for each atom (eV/Å):
Li 0.0 0.8 0.2
H 1.1 0.4 -1.2
O -0.6 -0.2 2.4
H 0.2 0.6 -1.7
B -1.7 0.4 -1.8
B -0.6 -0.3 0.3
H 1.1 -0.9 0.7
H -2.2 -1.3 -0.8
H -0.4 0.8 -0.5
H -1.2 0.8 0.4
C 0.1 1.0 -2.0
H -0.4 1.1 -2.2
O 2.7 -0.5 3.4
C 0.2 0.3 0.2
C 0.6 -1.9 -1.1
O 0.8 -1.6 -1.7
O -1.6 1.1 2.6
H 0.8 1.3 2.0
H 1.1 -1.9 0.9

Atomic partial charges in e from the natural (NBO) method, atoms 1 to 8: Li 0.97; H 0.48; O -0.70; H 0.10; B 1.17; B 0.42; H -0.17; H 0.03